# C28H57N3O8S2

A cluster of 11 separate species, C28H57N3O8S2 in total at a distorted geometry (ωB97M-V with the def2-TZVPD basis set, the OMol25 dataset).

CARTESIAN COORDINATES (ANGSTROEM)
H  -23.7976  4.9876  -9.3403
H  -23.5018  13.1870  -11.0596
C  -28.6702  5.5387  -9.8065
H  -21.4958  8.1919  -6.0558
H  -25.9406  14.3564  -3.9067
H  -25.0569  15.7696  -1.6745
H  -25.3654  10.7909  0.2133
H  -26.8307  10.5351  -1.9187
H  -26.8994  17.2680  -7.9740
H  -22.7715  11.6117  -4.7204
S  -20.7192  10.3576  -5.0634
H  -28.4080  13.7751  -7.4030
H  -25.3211  12.1158  -13.5331
C  -24.7611  11.4587  -12.8676
C  -24.5309  14.8388  -1.4622
C  -26.6872  10.5704  -6.2019
H  -27.0170  16.0872  -6.6384
C  -28.6815  5.8197  -8.3033
C  -28.4198  14.1526  -8.4255
H  -31.0824  11.5781  -8.3212
H  -26.3498  11.9686  -7.7934
C  -25.7686  11.3568  -7.1034
H  -24.9662  8.3464  -7.7074
C  -28.8648  12.9200  -3.5160
H  -24.7057  6.4015  -9.6411
C  -25.1544  7.3573  -7.2899
O  -23.6269  5.6052  -6.7504
H  -22.7973  9.3477  -6.1511
C  -21.9787  11.2832  -4.0484
C  -24.1547  6.2741  -7.6326
H  -29.4435  14.4403  -8.6652
H  -22.3743  8.6151  -4.5875
O  -19.7705  9.8269  -3.9689
H  -22.9658  6.6285  -9.3374
H  -27.2418  9.0850  -0.9010
H  -27.6840  8.7155  -6.5503
H  -28.5560  13.1892  -2.5059
H  -26.0498  12.6038  -3.6877
C  -27.2981  8.4371  -12.8862
C  -25.2367  9.3336  -1.4675
C  -27.4070  15.2450  -8.6622
H  -24.4927  14.7330  -0.3781
C  -21.9741  9.0121  -5.5204
H  -30.2936  10.1241  -8.8674
C  -30.6645  11.0925  -9.2031
H  -24.6891  13.6827  -9.8621
H  -21.6266  12.2068  -3.5889
O  -24.4521  8.7320  -2.1993
H  -28.7339  4.4532  -9.8823
C  -26.6947  9.4647  -1.7639
H  -22.4213  10.6938  -3.2454
N  -32.5419  10.8124  -11.0647
H  -31.5626  11.0505  -4.6653
H  -28.7288  10.0849  -6.2801
H  -27.4124  9.2721  -13.5775
H  -28.4466  16.6736  -7.5211
C  -23.8468  6.0434  -9.0735
O  -24.5160  10.7467  -10.2714
H  -25.2170  12.1017  -6.5298
H  -29.8838  11.7689  -9.5512
H  -27.6141  7.4831  -13.3082
H  -28.0657  13.3699  -9.0965
C  -24.5630  13.3793  -10.9014
H  -24.5046  13.1977  -3.8164
C  -27.9295  8.6600  -11.5854
O  -26.5397  10.5697  -4.9958
H  -27.0369  8.8775  -2.6161
H  -26.1215  7.0237  -7.6661
N  -28.3792  8.8006  -10.5513
O  -26.6373  15.2706  -9.6065
H  -24.9867  10.7838  -7.6018
H  -26.2561  8.3097  -12.5927
O  -26.0440  12.9796  -1.1915
C  -31.7004  10.9241  -10.2794
C  -25.4782  13.4942  -3.4262
O  -30.2318  11.3791  -2.4353
H  -30.2929  11.9163  -5.5307
H  -27.9423  9.8965  -7.8830
N  -28.6841  6.0162  -7.1601
C  -27.4041  16.3702  -7.6172
H  -24.8879  10.3952  -13.0702
C  -27.8299  9.7648  -6.8069
C  -25.4085  13.7195  -1.9733
H  -23.7145  11.7169  -13.0288
H  -29.5183  5.9445  -10.3582
C  -24.6753  10.0873  -0.2524
C  -30.9151  11.9268  -4.6358
H  -28.1283  12.4123  -4.1388
S  -25.3369  11.7279  -11.1409
H  -23.5578  14.7713  -1.9487
H  -31.5630  12.8032  -4.6554
C  -30.0494  12.0435  -3.4404
H  -29.2209  13.8450  -3.9696
H  -24.4351  9.3218  0.4853
H  -23.6645  10.4671  -0.4011
H  -25.1999  7.5467  -6.2174
H  -27.7343  5.7355  -10.3293
H  -24.8221  14.1446  -11.6330

Properties
* E: -2663.46913 Ha
* F_max: 3.34 eV/Å
* orbital gap: 8.5835 eV
* HOMO energy: -0.320 Eh



# C28H58BNO9S3

A cluster of 4 separate species, C28H58BNO9S3 in total at a distorted geometry (ωB97M-V with the def2-TZVPD basis set, the OMol25 dataset).

CARTESIAN COORDINATES (ANGSTROEM)
H  2.6218  6.0308  -2.1643
C  1.7795  5.4309  -1.8196
H  0.3291  0.2901  5.1366
C  2.7143  -7.9384  -4.7213
H  -0.9733  -2.5948  -4.9896
H  -1.5249  2.1553  5.1557
H  -10.8665  0.9083  0.9125
H  5.3195  2.4361  0.4463
H  1.9311  -8.5751  -4.3099
C  4.9440  2.6607  -1.7755
H  1.6911  -1.6184  1.8275
H  1.7352  0.1006  3.0971
C  4.5740  2.9582  -0.2554
C  -0.9709  -2.5383  -3.8982
N  -3.9629  0.8334  3.9987
H  3.0285  -6.7742  -1.2312
H  7.4682  4.5679  -2.1577
H  -4.1514  2.5796  1.4401
C  0.2742  1.1537  4.3896
C  -8.6508  2.0585  1.9010
C  2.2127  -5.9829  -1.1082
C  7.7126  2.9949  -3.7554
H  -11.1304  -0.1564  2.3839
H  3.9650  -1.6566  -0.2196
H  -6.3397  0.6963  2.9702
H  -11.1489  1.6961  2.6197
H  0.0137  3.3562  4.7262
S  2.0070  -0.0793  -1.6496
C  1.8810  0.0930  0.2479
O  -2.1974  1.1457  2.4617
H  3.1765  -6.0562  -4.6968
H  -4.7265  1.0036  0.6900
C  3.2876  0.8546  0.5776
H  1.1718  -6.4078  -0.9348
H  -2.4613  -1.0691  -1.5584
C  -4.2636  -0.3334  4.4883
H  -0.0064  -2.8764  -3.5095
O  1.7290  5.4852  -0.4004
S  -4.9891  -1.6285  5.2129
H  -0.9070  -1.7728  -0.9055
H  2.1642  -5.4352  -2.1215
H  3.6698  -2.7646  1.2305
H  -3.7052  -0.4364  2.3011
H  1.7386  -4.7341  0.7834
O  2.4714  -6.5978  -4.3210
C  2.6112  -4.9031  0.0487
H  0.6885  -0.2753  -2.0610
C  -6.0465  1.6366  2.3877
H  8.6253  3.6532  -3.9707
C  2.8281  -3.5032  -0.7055
O  0.7099  0.8782  0.4137
H  2.6483  3.0388  1.0201
H  -2.2415  2.0563  0.0844
H  -0.4996  -0.6579  -3.8487
C  -1.8817  -1.2818  -0.5837
H  3.7529  -3.6004  -1.3923
H  -6.0698  2.5733  3.0486
C  -4.6036  1.5543  1.6936
O  -2.0612  1.3167  -0.5437
H  -0.2160  2.1998  1.6898
C  -10.6570  0.8245  2.0452
H  -7.2788  0.7779  0.7210
C  3.1105  2.4219  0.1747
H  2.4360  2.5673  -0.7349
H  1.7774  1.9217  2.9656
C  3.1739  -2.2801  0.3080
C  -3.5312  0.6596  2.5390
O  4.7606  1.5492  -2.3215
H  0.9770  4.9477  -0.1219
O  5.5313  3.6801  -2.6200
H  -1.7622  -3.1754  -3.5026
H  0.8538  5.8341  -2.2376
C  0.1498  1.0985  1.7013
H  1.9158  4.3961  -2.1453
H  7.2368  2.8630  -1.5434
C  1.0640  1.0088  2.9951
S  -1.0795  -1.4175  2.5642
H  -0.0179  -1.4555  3.4509
H  1.9464  -3.2301  -1.3717
H  2.6995  -8.0067  -5.8121
H  -2.5315  -2.0595  -0.0275
H  3.6846  -8.2675  -4.3404
H  4.5661  4.0932  -0.1316
B  -1.7220  0.1194  0.2078
H  -6.9197  2.5600  0.4478
H  4.1397  0.4697  -0.0685
H  0.9828  -1.9608  0.1761
H  3.5656  -5.2444  0.5776
C  -1.2619  0.2639  1.7969
C  -0.4518  2.3130  4.7867
C  -7.1944  1.7955  1.2453
H  8.0140  1.9017  -3.6615
H  -9.3638  2.4931  1.1261
H  3.5089  0.8101  1.6993
O  -1.2119  -1.2000  -3.4864
H  -8.5803  2.7570  2.8117
C  6.9779  3.5619  -2.4222
C  1.8505  -1.4314  0.7218
O  -9.2442  0.7939  2.3598
H  7.0055  3.0974  -4.6492

Properties
* E: -3052.62433 Ha
* F_max: 6.27 eV/Å
* orbital gap: 8.4440 eV
* HOMO energy: -0.307 Eh



Among the records above, which one has the highest orbital gap?
C28H57N3O8S2



The lowest E belongs to which entry?
C28H58BNO9S3



The lowest orbital gap belongs to which entry?
C28H58BNO9S3



The lowest E belongs to which entry?
C28H58BNO9S3